Record 1
{
  "formula": "C4H4O5",
  "method": "wB97M-V/def2-TZVPD",
  "lumo_energy_ev": 0.33,
  "orbital_gap_ev": 10.522,
  "e_above_lowest_kcal_mol": 0.00,
  "smiles": "O=C(O)CC(=O)C(=O)O",
  "homo_energy_ev": -10.19,
  "elements": ["O", "C", "O", "C", "C", "O", "C", "O", "O", "H", "H", "H", "H"],
  "xyz": [[-1.074, -1.963, 1.044], [-0.098, -1.534, 0.533], [1.057, -1.052, 1.259], [0.124, -0.965, -0.839], [0.703, 0.453, -0.590], [1.670, 0.903, -1.146], [-0.338, 1.364, 0.085], [-0.768, 1.156, 1.187], [-0.833, 2.274, -0.749], [0.897, -1.038, 2.217], [0.897, -1.544, -1.349], [-0.823, -0.946, -1.381], [-1.416, 2.891, -0.274]]
}

---

Record 2
{
  "formula": "C9H15N2O",
  "method": "wB97M-V/def2-TZVPD",
  "lumo_energy_ev": -2.87,
  "orbital_gap_ev": 9.791,
  "total_charge": 1,
  "e_above_lowest_kcal_mol": 63.44,
  "homo_energy_ev": -12.66,
  "elements": ["C", "C", "C", "C", "C", "C", "C", "C", "C", "N", "N", "O", "H", "H", "H", "H", "H", "H", "H", "H", "H", "H", "H", "H", "H", "H", "H"],
  "xyz": [[-4.065, 0.108, -0.638], [-3.826, -0.886, 0.350], [-3.070, 1.066, -0.879], [-2.635, -0.859, 1.112], [-1.871, 1.039, -0.160], [-1.609, 0.087, 0.803], [3.005, -0.052, -0.634], [1.637, 0.454, -0.101], [0.915, -0.769, 0.352], [0.322, -1.563, -0.563], [1.677, 1.383, 1.024], [-0.369, 0.062, 1.353], [-5.010, 0.142, -1.122], [-4.491, -1.571, 0.628], [-3.068, 1.648, -1.681], [-2.140, -1.662, 1.636], [-1.103, 1.699, -0.524], [3.253, -0.859, -0.037], [2.798, -0.532, -1.588], [3.718, 0.647, -0.909], [1.328, 0.910, -1.035], [1.267, -1.343, 1.313], [-0.214, -2.299, -0.353], [0.128, -1.161, -1.422], [0.141, 0.883, 1.472], [2.076, 2.199, 0.742], [2.479, 1.108, 1.598]]
}